(1)
The following is a DFT calculation (ωB97M-V/def2-TZVPD) of a structure of composition C25H92F3NO24PS2 in a non-equilibrium geometry.

Geometry as XYZ:
```
148
Properties=species:S:1:pos:R:3:forces:R:3:lowdin_charge:R:1
C -4.40355 3.13471 1.74923 0.72 -0.77 0.04 -0.0851
C -3.05130 2.75167 2.33025 -0.51 0.46 0.23 -0.2385
C -2.47171 3.89969 3.09200 0.30 0.56 -0.05 -0.2279
C -2.14984 5.08615 2.20842 -0.62 -0.30 0.26 -0.2053
C -1.20081 4.75556 1.10795 0.94 -0.14 0.81 -0.1975
C 0.11297 4.29128 1.68628 -0.18 1.00 -0.14 -0.2035
C 1.26016 4.29061 0.74037 0.34 -0.69 0.07 -0.2180
C 1.08732 3.32711 -0.39519 -0.01 0.84 0.34 -0.1819
N 2.04003 3.54649 -1.47017 -0.57 -1.10 -0.71 -0.1780
C 1.70215 2.93454 -2.77148 -0.83 0.50 1.10 -0.1632
C 0.73610 1.77368 -2.79126 1.16 -0.66 -1.04 -0.1716
C 1.03510 0.84285 -3.97548 -1.08 0.56 0.09 -0.1650
C -0.00111 0.89604 -5.10988 1.55 -0.94 0.28 -0.1953
C -0.69611 -0.41779 -5.29169 -1.50 -0.01 0.15 -0.2073
C -1.99604 -0.49389 -4.47753 0.80 -0.76 -0.30 -0.1915
C -1.98374 -1.51348 -3.35476 -0.90 0.57 0.24 -0.2301
C -2.50460 -0.97764 -2.02885 0.68 0.30 -1.03 -0.0965
C 3.36269 3.40702 -1.09763 0.01 -0.13 -0.12 -1.1828
S 4.19180 4.69316 -0.60112 0.94 1.10 0.51 0.6594
S 4.27717 1.93826 -1.19524 0.67 -0.42 -0.14 0.9460
C 3.22876 0.45714 -1.19832 0.19 0.84 0.55 -0.4478
C 3.75784 -0.53002 -0.19821 -0.36 0.21 -0.95 -0.2972
C 2.82476 -1.71107 -0.10049 0.57 0.79 1.82 -0.2486
P 1.63786 -1.72249 1.38808 -2.41 -1.75 -1.11 0.5876
C 1.94398 -3.59750 1.77223 -0.14 1.13 -1.08 -0.2203
C 1.19983 -4.10758 2.94575 0.94 0.03 -0.40 -0.3741
O 1.40457 -3.38400 4.11517 0.00 0.11 1.16 -0.0040
C 1.65454 -5.51890 3.21969 -1.62 2.37 0.60 -0.7656
F 2.91307 -5.58234 3.43810 3.90 -0.16 0.33 0.2020
F 1.36421 -6.34882 2.27156 -0.76 -2.08 -2.60 0.1697
F 1.09866 -5.98697 4.30550 -1.64 -1.22 2.33 0.1655
O 2.88669 -1.38228 2.53230 -0.23 0.56 0.17 -0.3123
C 2.67738 -0.12404 3.14753 -0.33 -0.41 -2.27 -0.2284
C 1.63129 0.68845 2.30979 -0.44 -1.40 -0.17 -0.2394
O 1.13720 -0.03744 1.19491 1.80 0.08 0.41 -0.3453
H -5.05838 2.30337 1.86299 -0.82 -0.62 0.07 0.0515
H -4.79753 3.98990 2.24101 -0.54 0.77 0.36 0.0678
H -4.31394 3.33337 0.71203 -0.05 0.40 -0.98 0.0480
H -3.20922 1.93942 2.99657 0.11 -0.89 0.52 0.0718
H -2.38420 2.45291 1.55939 0.61 -0.58 -0.65 0.0947
H -3.22263 4.19531 3.79600 -0.52 0.35 0.74 0.0806
H -1.60205 3.63227 3.66089 0.59 -0.40 0.36 0.0993
H -1.80294 5.91502 2.79765 0.45 0.39 0.36 0.0915
H -3.06560 5.41176 1.78085 -0.99 0.43 -0.50 0.0760
H -1.56983 3.97333 0.48606 -0.62 -0.28 -0.86 0.0954
H -0.99171 5.64990 0.56128 -0.05 0.56 -0.87 0.1137
H 0.01254 3.36588 2.19090 -0.10 -1.24 0.35 0.0959
H 0.35773 5.00077 2.44851 0.26 0.54 0.83 0.1168
H 1.51836 5.26946 0.40201 -0.07 0.81 -0.42 0.0961
H 2.10150 3.94926 1.29265 1.05 -0.10 0.60 0.0842
H 0.09754 3.45251 -0.75660 -0.86 0.16 -0.91 0.1124
H 1.10757 2.34385 0.02919 0.19 -1.01 0.11 0.1010
H 2.61127 2.70520 -3.25435 1.11 -0.51 -0.47 0.0880
H 1.26306 3.70995 -3.36429 -0.31 0.77 -0.50 0.1178
H 0.78167 1.15838 -1.92922 -0.10 -0.15 1.03 0.0829
H -0.25546 2.10667 -2.93660 -1.21 0.53 0.28 0.0930
H 1.03019 -0.14717 -3.59763 0.13 -1.10 0.39 0.0895
H 2.01500 1.00168 -4.36708 0.81 0.25 -0.25 0.1006
H -0.70377 1.67737 -4.95235 -0.62 0.83 -0.03 0.0968
H 0.53831 1.05735 -6.00807 0.38 0.66 -1.03 0.0815
H -0.92838 -0.56590 -6.32356 -0.13 -0.01 -0.66 0.0667
H -0.07916 -1.24139 -5.00928 0.73 -0.55 0.21 0.0987
H -2.19700 0.47667 -4.09778 -0.29 0.96 0.50 0.0802
H -2.80735 -0.73680 -5.12886 -0.70 -0.04 -0.60 0.0941
H -1.02462 -1.94349 -3.21444 1.04 -0.31 0.10 0.0844
H -2.63088 -2.31255 -3.64678 -0.30 -0.87 -0.22 0.0916
H -2.56534 0.09016 -2.06602 0.06 0.88 0.05 0.0633
H -1.83243 -1.23289 -1.24649 0.33 -0.11 0.61 0.0372
H -3.47873 -1.32283 -1.80600 -0.83 -0.44 0.28 0.0505
H 2.25750 0.72535 -0.86821 -0.90 0.27 0.17 0.0416
H 3.20353 0.02977 -2.16402 -0.12 -0.34 -1.20 0.0701
H 4.72750 -0.82096 -0.54173 1.01 -0.38 -0.01 0.0834
H 3.85256 0.00971 0.70781 0.27 0.25 1.22 0.0761
H 2.23862 -1.80052 -0.97731 -0.70 -0.14 -0.94 0.0687
H 3.44121 -2.56587 -0.01513 0.31 -1.02 -0.16 0.0154
H 0.55219 -1.76522 2.37933 0.53 0.20 0.55 0.0426
H 0.63016 -2.05752 0.44808 -0.27 0.03 0.00 -0.0082
H 1.62049 -4.15364 0.91252 -0.19 -0.33 -0.69 0.0743
H 2.99480 -3.75915 1.85922 0.89 -0.18 0.30 0.0560
H 0.16066 -4.11111 2.69391 -0.99 0.04 0.17 0.1437
H 2.34397 -3.16855 4.17121 -0.11 0.36 -0.31 0.0972
H 3.57884 0.41647 2.99582 1.04 0.52 0.73 0.0883
H 2.39575 -0.25717 4.16059 -0.23 0.09 1.01 0.0735
H 2.15969 1.54709 1.95987 -0.03 1.14 -0.14 0.0876
H 0.76522 0.88213 2.91181 -0.37 0.84 0.64 0.0938
O -4.72223 5.70604 -0.02109 -0.17 0.04 -0.40 -0.0650
H -4.24660 6.25854 -0.65486 0.10 0.16 0.25 0.0148
H -5.16777 5.04601 -0.56333 0.03 0.00 0.10 0.0360
O -4.89189 0.47258 4.01834 -0.13 0.09 0.28 -0.0458
H -4.65089 0.14581 4.89259 0.07 -0.10 -0.12 0.0402
H -5.85448 0.44000 4.01153 0.02 -0.01 -0.08 0.0413
O 3.76246 -4.11865 -1.92148 -0.03 -0.31 -0.25 -0.0655
H 3.90565 -4.61309 -1.10655 0.04 0.18 0.04 0.0178
H 2.80293 -4.04542 -1.97946 0.05 0.04 0.07 0.0304
O 4.11742 1.20038 5.40540 0.31 0.21 0.15 -0.0677
H 4.80071 1.48937 6.01910 -0.05 -0.01 -0.05 0.0335
H 4.10964 0.23869 5.48491 -0.21 0.05 0.04 0.0062
O -3.12013 8.22131 -0.38848 0.04 0.15 -0.08 -0.0473
H -3.63721 9.01911 -0.23646 0.00 -0.09 0.02 0.0419
H -2.26055 8.40617 0.00619 -0.05 -0.14 0.00 0.0454
O -1.17598 7.68985 4.49769 0.09 0.35 -0.02 -0.0691
H -0.89791 7.16612 5.26019 -0.21 -0.20 -0.06 0.0086
H -1.67003 8.42360 4.87738 0.04 -0.05 -0.03 0.0318
O -0.49213 0.35668 -8.31041 -0.02 0.09 -0.36 -0.0431
H -0.26474 -0.36646 -8.90536 -0.01 -0.01 -0.04 0.0220
H -1.00958 0.95812 -8.85683 0.05 -0.02 0.04 0.0462
O 1.57954 -6.71505 -0.72453 -0.07 -0.33 -0.19 -0.0450
H 1.75105 -7.24765 0.05976 0.00 0.20 0.08 0.0254
H 0.61771 -6.64648 -0.75304 0.05 0.13 0.07 0.0379
O 1.02986 -1.23244 -10.87584 0.07 0.16 0.01 -0.0573
H 1.40150 -1.09702 -11.75457 -0.11 -0.02 0.03 0.0571
H 1.73549 -0.94754 -10.27830 -0.04 0.23 -0.08 0.0386
O -4.56095 3.80755 6.21280 0.06 -0.19 0.02 -0.0527
H -3.97648 3.51694 6.92170 -0.05 0.09 -0.01 0.0373
H -4.67015 3.02485 5.65803 0.01 0.10 -0.10 0.0263
O -0.76839 -3.54513 -0.68107 -0.10 -0.55 -0.36 -0.0685
H -1.57044 -3.06301 -0.44526 -0.12 0.08 0.21 -0.0071
H -0.94441 -4.44859 -0.39636 -0.05 0.07 0.10 0.0150
O 5.36119 -3.42399 0.84999 0.22 -0.07 0.26 -0.0528
H 5.56687 -4.08823 1.51675 0.00 0.06 -0.02 0.0391
H 4.87549 -2.74218 1.33826 -0.06 0.01 -0.07 0.0255
O -1.59167 -6.40351 1.65085 -0.03 -0.14 -0.08 -0.0474
H -0.92836 -6.11142 2.28586 -0.02 0.05 -0.05 0.0080
H -1.54700 -7.36527 1.68986 0.00 0.08 0.00 0.0380
O -3.18784 -1.99966 0.34693 -0.42 -0.08 0.88 -0.0728
H -2.87988 -1.29164 0.92427 0.15 -0.04 0.00 0.0643
H -4.10736 -2.14959 0.60422 0.12 -0.36 0.00 0.0274
O -1.87258 5.58173 6.24008 0.02 -0.17 0.20 -0.0592
H -2.61823 5.45379 5.63869 0.03 -0.01 -0.01 0.0263
H -1.49896 4.70016 6.34599 0.03 0.08 -0.08 0.0470
O -5.51318 -3.93304 0.49186 -0.01 0.28 0.08 -0.0572
H -6.24990 -3.92324 -0.12805 0.02 -0.15 0.09 0.0160
H -5.19170 -4.83988 0.45242 0.00 0.09 0.00 0.0343
O 2.64192 -2.59674 -9.18700 -0.05 -0.23 -0.10 -0.0656
H 1.88824 -2.63037 -9.79288 0.06 -0.23 0.08 0.0019
H 2.90794 -3.51549 -9.07636 0.07 0.12 0.13 0.0431
O 0.90506 -9.78690 -1.50105 0.10 0.04 0.02 -0.0705
H 1.55606 -10.03678 -0.83685 -0.05 -0.01 -0.07 0.0292
H 1.23135 -8.94279 -1.84056 -0.03 0.03 0.09 0.0173
O -6.80138 -5.76824 -1.21013 -0.02 -0.19 -0.27 -0.0493
H -6.27205 -5.69354 -2.01301 0.00 0.02 0.06 0.0547
H -7.26482 -6.60745 -1.30463 -0.01 0.08 0.06 0.0472
O 7.65813 -0.33144 -1.39767 -0.06 -0.09 0.07 -0.0673
H 6.86599 0.18620 -1.21151 0.03 0.06 -0.02 0.0011
H 7.44604 -1.20762 -1.05551 -0.02 0.04 -0.03 0.0300
O 2.67362 -0.91271 6.66245 0.01 -0.24 0.29 -0.0504
H 1.88811 -0.39650 6.87176 0.07 0.05 -0.16 0.0516
H 2.45430 -1.81246 6.92849 -0.04 0.02 -0.13 0.0456
```
Forces are in eV/Å.

Its charge is -1. For the total energy, the calculation gives -4305.4642 Ha.

(2)
The following is a DFT calculation (ωB97M-V/def2-TZVPD) of a structure of composition C26H11Br4F5InN5O2S.

Geometry as XYZ:
```
55
Properties=species:S:1:pos:R:3:forces:R:3:nbo_charge:R:1
In 1.16516 0.31675 0.29814 0.05 0.05 0.01 1.6698
N -3.06049 0.36974 -1.29376 -0.02 0.01 0.00 -0.5194
C -1.74604 0.26416 -1.11106 0.00 -0.02 0.01 0.3795
N -1.13814 0.62357 -0.01981 0.00 0.05 0.07 -0.6118
C -1.85136 1.14298 1.04330 -0.06 -0.04 -0.04 0.4249
N -1.28996 1.45663 2.16925 0.06 0.01 0.02 -0.3510
N 0.06217 1.20911 2.16374 -0.04 -0.02 -0.07 -0.3001
C 0.68001 1.31201 3.26653 0.06 -0.01 0.04 0.1169
C 2.12323 1.01427 3.30222 -0.03 0.00 -0.01 0.1522
C 2.85806 1.14600 4.46759 -0.02 0.01 0.02 -0.2082
C 4.21283 0.84861 4.43415 0.03 0.00 0.02 -0.1443
C 4.78579 0.43833 3.24474 -0.01 -0.01 -0.02 -0.2334
C 3.97767 0.33498 2.11952 0.01 0.01 0.05 0.0969
N 2.68291 0.61157 2.15589 -0.07 0.02 -0.11 -0.4617
C -3.29549 1.31685 0.88722 0.03 0.00 0.00 -0.0708
C -4.10198 1.85774 1.89140 0.00 0.01 0.01 -0.1584
C -5.46020 1.97920 1.69846 0.00 -0.01 -0.02 -0.2140
C -6.03714 1.55767 0.49788 0.00 0.00 0.01 -0.1624
C -5.25902 1.02140 -0.50490 0.01 -0.01 -0.02 -0.2261
C -3.88601 0.90442 -0.30530 -0.02 -0.01 0.00 0.1513
H -3.45978 0.03823 -2.15818 0.02 -0.01 -0.01 0.4318
H -1.14938 -0.15127 -1.91849 0.00 0.02 -0.01 0.2559
H 0.15843 1.59954 4.17605 0.01 0.00 0.00 0.2026
H 2.37572 1.47261 5.37907 0.00 0.00 0.00 0.2286
H 4.81248 0.93925 5.32999 0.00 0.00 0.00 0.2287
H 5.83697 0.19787 3.17882 0.00 0.00 0.00 0.2345
H 4.37619 0.02417 1.16115 0.00 0.00 0.00 0.2232
H -3.63288 2.16995 2.81356 0.00 0.00 0.00 0.2446
H -6.08269 2.39763 2.47709 0.00 0.00 0.00 0.2258
H -7.10474 1.64987 0.35022 0.00 0.00 0.00 0.2259
H -5.69997 0.69102 -1.43717 0.00 0.00 0.00 0.2226
F 2.45763 -0.64358 -5.98516 0.00 0.01 -0.01 -0.2837
C 2.41043 0.02872 -4.83751 -0.01 0.00 0.00 0.2778
C 3.24850 -0.31617 -3.79365 0.01 -0.02 0.00 0.2752
F 4.09414 -1.33751 -3.93017 0.00 0.01 0.00 -0.2848
C 3.17772 0.38488 -2.60742 0.03 -0.04 0.06 0.3450
F 3.95554 -0.02508 -1.59324 -0.03 0.03 -0.07 -0.3030
C 2.28562 1.42971 -2.41155 0.00 0.01 0.05 -0.2730
S 2.15065 2.23870 -0.84292 0.00 -0.04 -0.02 -0.2642
C 1.45902 1.75285 -3.47835 0.00 0.01 -0.02 0.3163
F 0.54879 2.72678 -3.35934 0.00 -0.01 0.02 -0.3006
C 1.51331 1.06870 -4.67885 0.01 0.00 -0.01 0.3007
F 0.69523 1.39621 -5.68329 0.00 0.00 0.02 -0.2980
Br -1.90517 -5.17593 -2.64476 0.00 0.00 -0.01 0.0844
C -0.96646 -4.08462 -1.42533 0.00 -0.01 0.04 -0.1590
C -0.85713 -4.43696 -0.08831 0.00 0.02 -0.02 -0.1665
Br -1.63042 -6.03581 0.54742 0.00 0.00 0.00 0.0880
C -0.18078 -3.58906 0.79994 -0.01 0.00 0.02 -0.1627
Br -0.04522 -3.97227 2.64379 0.00 0.00 -0.01 0.0724
C 0.40749 -2.40735 0.37103 0.01 0.00 0.08 0.2319
O 1.01150 -1.56334 1.19094 -0.03 -0.03 -0.03 -0.8245
C 0.33305 -2.06527 -1.00987 0.01 0.01 -0.08 0.2945
O 0.89030 -0.93587 -1.41103 0.01 0.00 0.04 -0.8645
C -0.37709 -2.89441 -1.86802 0.00 0.03 -0.02 -0.2118
Br -0.52898 -2.29818 -3.66166 0.00 -0.01 0.00 0.0559
```
Forces are in eV/Å.

Its charge is 0. For the total energy, the calculation gives -12805.4414 Ha.

(3)
The following is a DFT calculation (ωB97M-V/def2-TZVPD) of the molecule C26H14FN5OS in a non-equilibrium geometry.

Geometry as XYZ:
```
48
Properties=species:S:1:pos:R:3:forces:R:3:nbo_charge:R:1
N 6.33221 5.65787 3.92515 -0.07 0.23 -0.07 -0.3108
C 5.64754 5.17263 3.14012 -0.74 -1.24 -0.84 0.2782
C 4.85467 4.36515 2.18334 0.78 -0.75 -0.01 -0.1761
C 3.60386 4.74633 1.73146 0.06 2.12 1.26 -0.1601
C 2.89170 3.97893 0.86083 -1.05 -1.98 -0.76 -0.2470
C 3.29214 2.69741 0.46013 4.96 1.86 0.74 0.1947
N 2.54139 1.86893 -0.33180 1.00 4.65 -2.19 -0.5842
C 2.07724 0.81168 0.24389 -0.19 -6.12 0.26 0.5461
N 0.76989 0.73367 0.21859 -3.09 -1.19 1.44 -0.5109
C 0.25841 -0.33684 0.79394 -0.38 -0.16 -0.84 0.5874
O -1.10029 -0.41865 0.87707 0.40 0.46 0.80 -0.4919
C -1.85187 -1.10968 -0.02520 -0.45 0.02 -2.31 0.3074
C -3.04061 -1.62905 0.43064 0.01 -1.17 -1.22 -0.2716
C -3.92294 -2.27591 -0.50278 1.25 0.01 1.81 -0.1195
C -3.61705 -2.36936 -1.84623 3.23 1.48 1.63 -0.1086
C -4.53726 -3.03717 -2.68483 -0.74 1.05 -2.64 -0.0603
C -4.91737 -4.34524 -2.47604 -0.52 -0.17 -0.98 -0.2147
C -5.82395 -4.89403 -3.39880 -1.13 -1.81 0.33 -0.1320
C -6.29199 -4.15641 -4.47204 0.85 -0.43 -0.27 -0.1761
C -7.20981 -4.81780 -5.35946 -1.77 -1.16 -2.28 0.2752
N -7.93759 -5.37129 -6.10023 1.90 1.49 2.06 -0.2978
C -5.74373 -2.88540 -4.75129 -1.86 -0.09 -1.83 -0.2442
C -5.01075 -2.26888 -3.85297 1.94 -0.29 3.82 0.4137
F -4.71892 -0.92611 -3.95900 0.03 -1.72 -0.02 -0.3171
C -2.30866 -1.82770 -2.32571 -2.07 -0.38 0.64 -0.1641
C -1.48853 -1.15914 -1.45549 -0.67 0.12 2.59 -0.2622
C 1.03455 -1.42867 1.22527 -2.16 1.50 0.51 -0.3913
S 0.63417 -2.77909 2.15686 -2.33 -0.62 0.35 0.5113
C 2.09936 -3.49226 1.82589 1.90 1.49 -1.16 -0.3805
C 2.93954 -2.66178 1.12917 0.63 0.03 0.24 -0.2631
C 2.34466 -1.39648 0.89810 1.23 1.98 -0.64 0.1966
N 2.87605 -0.20378 0.46637 1.24 -1.64 0.39 -0.4687
C 4.68227 2.35585 0.75686 -1.39 0.26 1.61 -0.2243
C 5.38675 3.12718 1.69316 -1.06 1.47 -0.44 -0.1526
H 3.15127 5.69418 2.12555 0.52 -0.96 -0.58 0.2329
H 1.90577 4.24530 0.53266 -0.41 0.52 0.08 0.2132
H 1.74340 2.34492 -0.71444 -0.17 0.54 -0.23 0.3967
H -3.22585 -1.75253 1.49069 -0.06 0.46 -0.03 0.2258
H -4.72369 -2.84516 0.02183 0.15 0.66 -1.13 0.2158
H -4.49719 -4.95590 -1.67058 -0.17 0.45 -0.27 0.2386
H -6.24187 -5.96688 -3.33302 0.90 1.87 0.23 0.2379
H -5.91423 -2.28920 -5.63033 -0.75 -0.26 -0.46 0.2461
H -2.01831 -1.94071 -3.37651 -0.32 0.11 0.40 0.2263
H -0.59794 -0.59608 -1.71727 -0.01 -0.42 -0.34 0.2334
H 2.38112 -4.42170 2.20041 0.15 -1.42 0.54 0.2440
H 3.95436 -2.82281 0.81507 0.20 -0.48 0.19 0.2383
H 5.11078 1.39583 0.48320 -0.27 0.20 -0.32 0.2441
H 6.37700 2.90845 2.02633 0.47 -0.56 -0.05 0.2263
```
Forces are in eV/Å.

The SMILES is N#Cc1ccc(Nc2nc(Oc3ccc(-c4ccc(C#N)cc4F)cc3)c3sccc3n2)cc1. Its charge is 0. For the total energy, the calculation gives -1846.1785 Ha.

> charge of number 1 (C25H92F3NO24PS2)?

-1